Entry from OMol25: an isolated ion of composition C3H9N2O and charge +1 in a non-equilibrium geometry (the ωB97M-V functional and the def2-TZVPD basis).

Summary:
HOMO ... -14.8 eV
Total energy ... -304.23660 Ha
Relative energy (zero: lowest compared OMol25 entry of this formula, charge and spin) ... 8.6 kcal per mole
Max |F| ... 0.03117 Eh/bohr
Net charge ... +1

```
15
Properties=species:S:1:pos:R:3:lowdin_charge:R:1
C -1.051 -0.511 -0.937 -0.03
C 0.216 0.108 -0.398 -0.24
N 1.292 -0.975 -0.384 0.22
C 0.074 0.475 1.101 -0.52
N -0.375 1.710 1.333 0.21
O 0.400 -0.348 1.926 0.10
H -1.831 0.264 -1.037 0.11
H -1.509 -1.248 -0.293 0.10
H -0.995 -0.907 -1.955 0.10
H 0.576 0.901 -1.042 0.16
H 2.165 -0.628 0.010 0.18
H 1.531 -1.295 -1.329 0.18
H 0.898 -1.797 0.083 0.17
H -0.563 1.980 2.291 0.14
H -0.827 2.272 0.631 0.13
```